This record from the Open Molecules 2025 dataset describes C19H18BeN3O5S as an isolated structure at a distorted geometry. The level of theory is ωB97M-V/def2-TZVPD.

The geometry in XYZ format:
```
47
Properties=species:S:1:pos:R:3:forces:R:3
Be 8.16833 14.16355 8.26241 -0.928 -0.440 -0.253
O 3.72306 14.21571 7.46117 -0.432 0.093 0.044
C 4.70256 14.63650 8.07605 1.282 -0.032 0.091
O 5.10707 14.44719 9.25276 -0.741 0.491 -0.980
C 5.68810 15.49860 7.21899 1.167 0.237 -0.199
C 5.22264 16.42129 6.25201 0.473 -0.773 0.844
C 6.05515 17.25927 5.55604 1.719 -0.379 0.468
C 7.45047 17.11415 5.76986 -1.511 -0.261 -0.397
C 7.84081 16.11419 6.64340 0.702 0.602 -0.158
N 7.03475 15.35125 7.39954 -1.453 0.833 -0.453
C 9.31100 15.80277 6.85390 -0.271 -0.811 0.651
O 10.20276 16.34471 6.24754 0.196 0.485 -0.356
O 9.45141 14.87341 7.75231 0.618 0.029 -0.346
H 4.18956 16.39838 6.06869 -1.300 0.110 -0.096
H 5.70124 17.98708 4.84406 -0.231 0.042 -0.079
H 8.14812 17.68748 5.16725 0.182 -0.214 0.429
C 4.95817 11.10096 12.16107 0.533 -0.160 -0.927
C 4.69764 12.30313 11.23767 -0.165 -1.052 -0.329
N 5.91318 13.06350 11.15099 -0.290 0.837 0.818
C 5.93738 14.27549 12.01087 0.549 0.586 -1.330
C 6.60628 14.02155 13.35587 -0.658 0.727 0.431
C 6.80586 12.79701 10.23993 1.711 -0.155 -0.051
S 8.32009 13.73580 10.28604 -0.691 -0.379 -0.140
N 6.63820 11.69179 9.43002 -0.258 0.805 0.450
C 7.03660 11.76595 8.18715 -0.574 0.094 -1.210
O 7.57550 12.76793 7.59274 0.232 -0.488 0.361
C 6.65122 10.60241 7.23326 1.881 1.072 0.553
C 7.37536 10.47012 6.03509 0.481 1.156 1.078
C 7.05391 9.49590 5.14629 -0.517 -0.383 -1.696
C 5.95289 8.69043 5.39870 0.085 -0.500 0.600
C 5.32444 8.73144 6.63307 -0.901 -1.360 0.315
C 5.70647 9.67405 7.57247 -0.707 0.282 0.544
H 4.04457 10.58936 12.32425 -1.056 -0.563 0.398
H 5.37265 11.41592 13.11453 0.091 -0.051 0.067
H 5.62993 10.34777 11.66505 -0.354 0.972 0.438
H 3.88473 12.96905 11.54796 0.258 -0.274 0.210
H 4.43639 11.96380 10.23245 -0.004 0.029 0.167
H 4.91346 14.69724 11.98779 0.446 -0.543 0.506
H 6.51570 15.06127 11.46489 -0.297 -0.881 0.369
H 5.98076 13.57154 14.14747 0.209 -0.113 -0.556
H 6.93938 14.97727 13.75013 -0.103 0.314 0.156
H 7.52406 13.48634 13.20476 0.294 -0.626 -0.078
H 8.20414 11.15812 5.86891 -0.287 -0.106 -0.063
H 7.54116 9.40183 4.15898 -0.049 0.126 0.758
H 5.64538 7.95352 4.68433 -0.104 -0.262 -0.335
H 4.55863 7.94160 6.89450 0.799 1.163 -0.399
H 5.25014 9.78827 8.55762 -0.027 -0.277 -0.317
```
Forces are in eV/Å.

Values from the calculation:
Net charge = -1
Calculated total energy = -1688.53227 Eh
HOMO = -5.52 eV
LUMO level = 2.92 eV
Orbital gap = 8.44 eV